Entry 1:
Density functional theory data (ωB97M-V/def2-TZVPD) for a cluster of 2 separate species, C2H7N2O in total in a non-equilibrium geometry.

Last column: Mulliken charge in e.
Atoms and positions in Å:
C (-2.43783, -0.28454, 0.29134)  -0.587
O (-1.39072, 0.32258, 0.99065)  -0.564
H (-3.29360, 0.38786, 0.40947)  0.208
H (-2.23929, -0.41762, -0.78400)  0.230
H (-2.64464, -1.30565, 0.64488)  0.214
N (1.07598, -0.69778, -1.23180)  -0.527
C (1.05001, 0.21063, -0.14452)  -0.700
N (2.21512, 0.67549, 0.11302)  -0.831
H (0.41947, -1.45837, -1.16898)  0.169
H (2.01383, -1.02253, -1.48160)  0.374
H (-0.43710, 0.30233, 0.49570)  0.843
H (2.27267, 1.37781, 0.84452)  0.171

Atomic forces in eV per Å
C 0.7816 0.4091 0.0552
O -0.1973 -0.1326 0.1437
H -0.4679 -0.4707 -0.1730
H 0.0867 0.2839 -0.0836
H -0.3289 0.0712 0.2734
N 0.1628 -0.1446 -0.2355
C -0.4654 -0.2259 0.0127
N 1.1871 0.2107 -0.2123
H -0.1395 0.0654 0.0527
H -0.0678 0.1030 0.1306
H 0.0793 -0.0395 0.0090
H -0.6306 -0.1301 0.0271

Computed properties:
**Charge**: -1
**Energy above the lowest of the compared OMol25 structures with the same formula, charge and spin**: 111.1 kJ/mol
**Frontier orbital gap**: 6.68 eV

---

Entry 2:
Density functional theory data (ωB97M-V/def2-TZVPD) for a structure of composition C6H19BrFeNO3 in a non-equilibrium geometry.

Last column: Mulliken charge in e.
Atoms and positions in Å:
Fe (2.06339, 2.52921, 3.69915)  0.329
Br (0.78569, 1.32700, 1.86918)  -0.368
C (2.44541, -1.73882, 3.66538)  -0.237
O (3.75625, -1.97131, 4.17718)  -0.531
H (2.15714, -0.69347, 3.55475)  -0.071
H (2.34472, -2.10761, 2.64463)  0.290
H (1.66810, -2.16376, 4.30046)  0.270
H (3.95815, -2.90585, 4.09085)  0.308
C (-1.51767, -1.74596, 3.17525)  -0.465
O (-1.65458, -1.12350, 1.92182)  -0.369
H (-0.56467, -2.26893, 3.09521)  0.142
H (-1.57392, -1.01220, 3.97932)  0.244
H (-2.25353, -2.52994, 3.35402)  0.274
H (-1.03552, -0.38998, 1.90419)  0.166
C (0.27606, 0.08390, -3.84218)  -1.263
C (0.26087, 1.08435, -2.62901)  0.449
C (-0.97211, 0.84723, -1.75474)  -0.542
O (-2.12936, 0.61466, -2.53925)  -0.387
C (-2.78352, 1.80182, -3.04870)  -0.789
N (1.47315, 0.97797, -1.81560)  -0.635
H (-0.55771, 0.28822, -4.51387)  0.303
H (0.29636, -0.94303, -3.47736)  0.321
H (1.14771, 0.28321, -4.46556)  0.399
H (0.29989, 2.06977, -3.09326)  0.157
H (-1.26073, 1.59682, -1.01791)  0.412
H (-0.85191, -0.02321, -1.10977)  0.248
H (-2.21692, 2.33042, -3.81528)  0.301
H (-2.92894, 2.62361, -2.34755)  0.324
H (-3.78534, 1.60374, -3.42978)  0.293
H (1.35635, 1.50253, -0.96043)  0.161
H (1.79719, 0.05313, -1.57115)  0.269

Atomic forces in eV per Å
Fe -0.5930 -0.5828 -0.8598
Br 0.6222 0.6675 0.8502
C -0.2944 -0.3343 -0.3213
O -0.3556 0.7118 -0.0321
H 0.8043 0.2604 0.4090
H -0.0555 -0.3527 -0.0354
H 0.0215 -0.3099 0.0406
H -0.1122 -0.0077 -0.0405
C 0.7199 -0.3427 -0.3057
O -1.0069 0.1147 -0.4810
H 0.3156 -0.0544 0.9487
H 0.2187 -0.1571 0.2461
H -0.3536 0.2971 -0.3637
H 0.0676 0.1075 -0.0566
C 0.2986 1.0511 0.7267
C 0.4167 -1.0543 -0.3791
C -0.9797 0.0251 -0.3366
O -1.4532 0.9383 -0.5779
C 0.5649 0.1120 0.2113
N 0.3669 0.5327 -0.2477
H -0.2699 -0.3431 0.3688
H -0.1816 -0.0602 -0.2161
H 0.3257 -0.1177 0.2968
H -0.3574 0.2579 0.2552
H 0.6400 0.8054 -0.0622
H 0.2748 -0.4768 -0.4034
H 0.3055 -0.4977 -0.5185
H 0.1052 -0.3343 0.9685
H 0.2532 -0.6457 -0.0339
H 0.1131 0.0013 0.1128
H -0.4215 -0.2113 -0.1631

Computed properties:
**Multiplicity**: 6
**Frontier orbital gap (alpha / beta)**: 8.26 / 6.47 eV

---

Entry 3:
Density functional theory data (ωB97M-V/def2-TZVPD) for an isolated molecule of C4H7I in a non-equilibrium geometry.

Last column: Mulliken charge in e.
Atoms and positions in Å:
C (0.34590, 0.51102, 0.37699)  -0.310
C (-0.51631, -0.65655, -0.38895)  0.073
C (0.39938, 1.97114, 0.26015)  -0.900
C (-0.18920, -2.08672, -0.26568)  -0.843
I (-2.35294, 0.22819, -0.85732)  0.011
H (1.34732, 0.23255, 0.61628)  0.258
H (1.28105, 2.27203, -0.26303)  0.254
H (-0.49264, 2.42348, -0.11800)  0.323
H (0.58431, 2.31720, 1.26886)  0.292
H (0.18117, -2.50275, -1.31548)  0.242
H (0.52322, -2.15141, 0.51726)  0.314
H (-1.11124, -2.55819, 0.16892)  0.285

Atomic forces in eV per Å
C -2.4829 -5.9320 -4.4626
C 3.7203 7.5816 4.0273
C -1.0972 -0.0530 0.7855
C -1.3785 -0.5199 -1.6621
I -0.2358 -0.6990 -0.4251
H 0.5282 -1.2876 0.5915
H 0.4957 0.1710 -0.7824
H -0.4184 0.4577 -0.3105
H -0.1776 0.4355 0.4508
H -0.9351 0.4800 2.4085
H 1.1662 -0.3317 0.3348
H 0.8150 -0.3027 -0.9558

Computed properties:
**Energy above the lowest of the compared OMol25 structures with the same formula, charge and spin**: 184.2 kJ/mol
**Frontier orbital gap**: 8.41 eV
**Structure (SMILES)**: C/C=C(/C)I